88
Properties=species:S:1:pos:R:3 method="wB97M-V/def2-TZVPD" de_lowest_kcal_mol=0.0 e_tot_ev=-71569.0228 homo_energy_ev=-8.9 smiles="c1cc(-c2ccc3ncc(CCCCSc4nnco4)nc3c2)ccn1.CCOC(=O)OC.CCOC(=O)OC.CCOC(=O)OC" orbital_gap_ev=8.073
C -6.5682 1.9728 5.0515
C -5.9361 0.7623 4.5295
C -4.4779 0.4892 4.5206
C -3.8467 -0.7914 3.9692
C -4.3322 -2.1865 4.2153
C -3.6218 -3.3039 3.6148
C -2.4115 -3.1385 2.7310
N -1.8413 -4.2999 2.2174
C -0.7784 -3.9706 1.4395
C -0.2619 -2.5910 1.1763
C 0.9715 -2.3994 0.2237
C 1.9264 -1.2131 0.6967
C 2.1731 -0.1193 -0.4092
C 0.8634 0.6231 -0.8979
S 1.1576 1.0869 -2.6698
C -0.2094 2.0759 -3.2985
N -0.3521 3.4147 -3.1099
N -1.4742 3.8134 -3.7497
C -2.0512 2.7388 -4.3614
O -1.2730 1.6341 -4.0778
N -0.8093 -1.4763 1.7242
C -1.9209 -1.7663 2.5125
C -2.6468 -0.6216 3.1400
C -3.6901 1.6356 5.0811
C -4.4685 2.7927 5.5270
N -5.8134 2.9969 5.5543
H -7.6850 2.0837 5.0111
H -6.6114 -0.0330 4.1088
H -5.2349 -2.3533 4.8499
H -3.9979 -4.3409 3.7963
H -0.2426 -4.8201 0.9307
H 1.5233 -3.3594 0.0414
H 0.5288 -2.0607 -0.7661
H 2.9330 -1.6912 0.9023
H 1.5820 -0.7252 1.6464
H 2.6638 -0.5860 -1.3069
H 2.8736 0.6500 0.0274
H 0.7843 1.5915 -0.3244
H -0.0911 0.0597 -0.7296
H -2.9663 2.7400 -4.9901
H -2.2707 0.4092 2.9391
H -2.5696 1.6030 5.1205
H -3.8505 3.6543 5.9110
C 2.8775 -9.4363 2.1308
C 1.8295 -8.4289 1.7002
O 2.4248 -7.3073 1.0325
C 2.8216 -7.5264 -0.2263
O 2.7156 -8.5600 -0.8353
O 3.3834 -6.3995 -0.6878
C 3.9501 -6.5283 -1.9920
H 3.6471 -8.9533 2.7365
H 2.4220 -10.2415 2.7096
H 3.3806 -9.8778 1.2692
H 1.3268 -8.0318 2.5835
H 1.0631 -8.8866 1.0707
H 3.2198 -6.9121 -2.7048
H 4.8269 -7.1765 -1.9549
H 4.2634 -5.5369 -2.3165
C -4.8061 4.8951 -2.3757
C -4.0321 6.0338 -3.0109
O -4.8635 7.1889 -3.1976
C -5.1247 7.8970 -2.0941
O -4.7225 7.6577 -0.9834
O -5.9349 8.9107 -2.4313
C -6.3799 9.6881 -1.3208
H -5.7050 4.6721 -2.9555
H -4.1884 3.9974 -2.3157
H -5.1337 5.1522 -1.3672
H -3.6946 5.7305 -4.0025
H -3.1425 6.2902 -2.4326
H -5.5389 10.0502 -0.7287
H -7.0590 9.0994 -0.7019
H -6.9224 10.5468 -1.7138
C 9.4228 1.9761 -2.4411
C 8.7484 0.9679 -1.5313
O 7.3899 1.3357 -1.2585
C 6.5209 1.1149 -2.2521
O 6.7781 0.6349 -3.3275
O 5.3155 1.5424 -1.8540
C 4.3083 1.4636 -2.8652
H 9.3410 2.9824 -2.0249
H 10.4778 1.7300 -2.5730
H 8.9522 1.9991 -3.4251
H 9.2628 0.9493 -0.5692
H 8.7962 -0.0430 -1.9425
H 4.2401 0.4560 -3.2784
H 4.5153 2.1883 -3.6549
H 3.3508 1.7147 -2.4041

=====

84
Properties=species:S:1:pos:R:3 method="wB97M-V/def2-TZVPD" e_tot_ev=-69700.4526 homo_energy_ev="-8.1 / -8.1" charge=+1 orbital_gap_ev="5.452 / 5.446"
Pt 0.7850 -0.1931 0.1282
O 3.3626 -1.4691 0.3146
N 2.8596 -0.1764 0.1282
C 3.7916 0.6847 0.3921
C 3.6561 2.1659 0.2950
C 4.8921 2.8458 0.3397
C 4.9554 4.2353 0.2396
C 3.7879 4.9649 0.0911
C 2.5573 4.3053 0.0495
C 2.4533 2.8969 0.1606
P 0.8017 2.1239 0.1282
C -0.1056 2.7502 1.5830
C -1.3418 2.1584 1.9076
C -2.0905 2.5730 3.0146
C -1.6024 3.5695 3.8497
C -0.3608 4.1356 3.5844
C 0.3802 3.7219 2.4698
C -0.0504 2.8195 -1.3361
C -1.4463 2.7293 -1.4736
C -2.1056 3.1829 -2.6221
C -1.3821 3.7374 -3.6702
C 0.0024 3.8165 -3.5759
C 0.6577 3.3449 -2.4320
H 2.5875 -2.0218 0.1020
H 4.7881 0.3133 0.6959
H 5.8245 2.2951 0.4415
H 5.9176 4.7415 0.2723
H 3.8244 6.0491 0.0088
H 1.6599 4.9133 -0.0642
H -1.7374 1.3441 1.3040
H -3.0486 2.1048 3.2264
H -2.1767 3.8903 4.7143
H 0.0431 4.8943 4.2491
H 1.3566 4.1752 2.3371
H -2.0573 2.2753 -0.7011
H -3.1860 3.0864 -2.6978
H -1.8915 4.0875 -4.5628
H 0.5805 4.2297 -4.3982
H 1.7447 3.3836 -2.4299
C -4.2406 -0.4578 -1.5034
N -3.5520 -1.1684 -0.4332
C -4.0692 -0.6836 0.8475
P -1.9037 -1.3458 -0.5032
O -1.1709 -0.1931 0.1282
N -1.4932 -1.5551 -2.1008
C -1.1394 -0.3177 -2.8057
C -0.4666 -2.5476 -2.4213
N -1.6004 -2.7949 0.2314
C -1.0122 -2.7688 1.5627
C -2.5689 -3.8772 0.1214
H -5.3288 -0.5141 -1.3830
H -4.0275 -0.9099 -2.4766
H -3.9526 0.5980 -1.5353
H -5.1596 -0.7792 0.8981
H -3.8002 0.3644 1.0176
H -3.6711 -1.2732 1.6779
H -1.8854 0.4634 -2.6360
H -1.0999 -0.4800 -3.8886
H -0.1707 0.0718 -2.4729
H -0.7786 -3.5515 -2.1196
H 0.4830 -2.3152 -1.9271
H -0.2909 -2.6070 -3.5018
H -0.1360 -2.1127 1.5830
H -0.6589 -3.7614 1.8637
H -1.7244 -2.4116 2.3124
H -2.9446 -3.9612 -0.9038
H -3.4255 -3.7266 0.7866
H -2.1092 -4.8417 0.3636
N 3.7949 -4.2931 2.3622
C 2.8581 -5.0052 1.6669
O 2.8869 -6.2308 1.6882
C 1.8195 -4.2786 0.8960
C 0.8639 -5.0138 0.1868
C -0.1209 -4.3520 -0.5442
C -0.1192 -2.9674 -0.5429
N 0.7850 -2.2214 0.1282
C 1.7323 -2.8947 0.8313
H 4.4823 -4.8346 2.8724
H 3.8648 -3.2893 2.4141
H 0.8848 -6.1016 0.2023
H -0.8697 -4.9056 -1.1000
H -0.8659 -2.4054 -1.0971
H 2.4265 -2.2418 1.3466
H 0.7850 -0.1931 1.8460

=====

78
Properties=species:S:1:pos:R:3 method="wB97M-V/def2-TZVPD" de_lowest_kcal_mol=0.0 e_tot_ev=-61860.0228 homo_energy_ev="-14.3 / -14.3" charge=+2 orbital_gap_ev="5.668 / 5.659"
W 0.0671 0.1871 -0.0300
Si -0.9607 2.0891 1.0291
P -1.3426 0.2999 -1.9955
N 1.6160 0.4862 -0.9289
H -1.3291 -0.0746 0.7550
C -1.4366 -1.0990 -3.1536
H -2.0170 -0.8362 -4.0536
H -1.9272 -1.9467 -2.6526
H -0.4225 -1.3882 -3.4536
C -3.1103 0.7839 -1.9109
H -3.4768 0.8982 -2.9442
H -3.2423 1.7287 -1.3698
H -3.6810 -0.0069 -1.4030
C -0.5549 1.7014 -2.8872
H -1.1097 1.9384 -3.8041
H 0.4812 1.4600 -3.1430
H -0.5384 2.6010 -2.2643
C -2.5959 2.2653 2.0242
H -2.6546 1.5997 2.8983
H -3.4740 2.0823 1.3872
H -2.6472 3.3092 2.3802
H -0.1071 3.0022 1.8499
H -1.4372 2.8926 -0.1516
C 2.7219 0.9779 -1.4781
C 4.8875 0.6532 -2.4376
C 3.6958 0.1027 -2.0018
C 2.9117 2.3833 -1.4150
C 4.1092 2.8979 -1.8871
C 5.0928 2.0450 -2.4242
H 5.6573 -0.0121 -2.8199
H 3.4782 -0.9700 -1.9417
H 2.1166 2.9844 -0.9292
H 4.2463 3.9812 -1.8479
H 6.0236 2.4750 -2.8061
C -3.1090 -2.4667 0.5830
O -3.4304 -2.3376 -0.6053
C -1.9624 -3.3725 0.9954
H -2.2531 -4.3507 1.3880
H -1.4133 -2.8649 1.7917
H -1.2673 -3.4250 0.1449
C -3.7630 -1.5039 1.5644
H -4.8423 -1.4960 1.3790
H -3.4349 -0.4740 1.2866
H -3.5136 -1.6408 2.6232
C -0.1882 -3.8657 5.8968
C -0.8761 -2.6727 5.6297
C -0.4547 -1.8271 4.5932
C 0.6327 -2.1890 3.7927
C 1.3248 -3.3757 4.0505
C 0.9023 -4.2225 5.0884
Sb 1.2288 -0.9409 2.1168
C 2.1759 0.7027 3.1872
C 2.8615 1.6779 2.4705
C 3.2653 2.8513 3.1172
C 2.9902 3.0160 4.4842
C 2.4004 1.9790 5.2245
C 1.9857 0.8088 4.5686
C 2.7264 -2.2170 1.1983
C 4.0658 -1.8287 1.2851
C 5.0197 -2.5740 0.5791
C 4.6122 -3.6776 -0.1851
C 3.2607 -4.0458 -0.2574
C 2.3091 -3.3178 0.4603
H -0.4941 -4.4984 6.7360
H -1.7478 -2.3890 6.2223
H -0.9637 -0.8742 4.4232
H 2.1989 -3.6497 3.4530
H 1.4190 -5.1698 5.2608
H 3.0497 1.5313 1.4006
H 3.8263 3.5914 2.5448
H 3.2415 3.9650 4.9589
H 2.2994 2.0674 6.3108
H 1.5202 0.0094 5.1529
H 4.3799 -0.9622 1.8783
H 6.0807 -2.3157 0.6552
H 5.3458 -4.2578 -0.7422
H 2.9291 -4.9152 -0.8211
H 1.2509 -3.5963 0.4399